Density functional theory data (ωB97M-V with the def2-TZVPD basis set) for a 8-piece molecular cluster, C30H76N4O8 overall.

Each line ends with the Löwdin spin population.
Element x y z (Å)
C (-0.50, 2.97, -1.15)  0.0000
C (-0.76, 2.69, -2.62)  0.0000
C (-0.35, 4.05, -3.47)  0.0000
C (1.15, 4.05, -3.85)  0.0000
C (1.60, 2.72, -4.36)  0.0000
C (1.41, 1.49, -3.44)  0.0000
N (-0.01, 1.48, -3.13)  0.0000
O (-0.34, 0.33, -2.35)  0.0000
C (1.62, 0.24, -4.30)  0.0000
C (2.47, 1.68, -2.25)  0.0000
C (-2.24, 2.44, -2.85)  0.0000
H (-0.26, 2.04, -0.63)  0.0000
H (-1.45, 3.38, -0.80)  0.0000
H (0.42, 3.54, -1.04)  0.0000
H (-0.84, 4.20, -4.43)  0.0000
H (-0.60, 4.95, -2.89)  0.0000
H (1.82, 4.36, -3.05)  0.0000
H (1.34, 4.62, -4.76)  0.0000
H (2.60, 2.86, -4.75)  0.0000
H (1.10, 2.50, -5.30)  0.0000
H (0.90, 0.32, -5.12)  0.0000
H (2.58, 0.16, -4.81)  0.0000
H (1.48, -0.67, -3.73)  0.0000
H (2.12, 2.55, -1.69)  0.0000
H (2.31, 0.94, -1.46)  0.0000
H (3.52, 1.79, -2.51)  0.0000
H (-2.88, 3.32, -2.73)  0.0000
H (-2.63, 1.75, -2.10)  0.0000
H (-2.50, 2.08, -3.84)  0.0000
H (-0.84, -0.25, -2.93)  0.0000
C (-0.25, 4.58, 6.12)  0.0072
C (-1.48, 4.58, 5.17)  0.0406
C (-1.10, 5.48, 3.92)  0.0107
C (-2.01, 5.34, 2.81)  0.0013
C (-2.29, 3.89, 2.38)  0.0031
C (-2.54, 2.81, 3.60)  0.0526
N (-1.75, 3.16, 4.78)  0.6178
O (-1.69, 2.11, 5.72)  0.1394
C (-4.03, 2.75, 3.83)  0.0446
C (-2.06, 1.42, 3.02)  0.0220
C (-2.65, 5.17, 5.82)  0.0342
H (0.66, 4.37, 5.56)  0.0000
H (-0.38, 3.86, 6.92)  -0.0003
H (0.00, 5.55, 6.56)  0.0004
H (-1.22, 6.52, 4.22)  0.0003
H (-0.06, 5.28, 3.67)  0.0003
H (-1.69, 5.90, 1.93)  0.0010
H (-2.95, 5.80, 3.11)  0.0002
H (-1.59, 3.55, 1.62)  0.0002
H (-3.20, 4.01, 1.81)  -0.0003
H (-4.31, 3.79, 3.69)  0.0010
H (-4.58, 2.00, 3.27)  0.0038
H (-4.20, 2.58, 4.90)  0.0006
H (-2.65, 1.12, 2.15)  0.0014
H (-1.00, 1.53, 2.81)  0.0003
H (-2.29, 0.60, 3.70)  -0.0002
H (-2.92, 4.54, 6.66)  0.0000
H (-3.39, 5.30, 5.04)  0.0002
H (-2.41, 6.21, 6.09)  0.0044
H (-1.15, 1.42, 5.31)  0.0103
C (-0.56, -1.44, 4.62)  0.0004
O (-0.28, -0.28, 5.30)  0.0016
H (-1.42, -1.93, 5.07)  0.0000
H (-0.68, -1.20, 3.56)  0.0001
H (0.26, -2.12, 4.84)  0.0001
H (-0.51, -0.46, 6.22)  0.0000
C (1.13, -5.71, -0.16)  0.0000
O (-0.09, -5.10, 0.21)  0.0000
H (1.59, -5.18, -0.99)  0.0000
H (1.82, -5.58, 0.68)  0.0000
H (0.94, -6.77, -0.26)  0.0000
H (-0.58, -5.85, 0.54)  0.0000
C (-1.24, -1.12, 0.60)  0.0002
O (-0.96, -2.14, -0.34)  0.0000
H (-0.46, -0.89, 1.32)  0.0001
H (-1.29, -0.16, 0.08)  0.0001
H (-2.22, -1.24, 1.07)  0.0001
H (-0.75, -2.96, 0.12)  0.0000
C (-4.27, -3.89, 0.97)  0.0000
O (-5.10, -3.41, 1.94)  0.0000
H (-3.36, -4.30, 1.42)  0.0000
H (-4.64, -4.73, 0.37)  0.0000
H (-3.88, -3.12, 0.31)  0.0000
H (-5.62, -2.81, 1.41)  0.0000
C (1.58, -6.66, -4.30)  0.0000
C (0.65, -5.87, -5.25)  0.0000
C (-0.70, -5.43, -4.83)  0.0000
O (-0.71, -4.95, -3.50)  0.0000
C (-0.14, -3.65, -3.45)  0.0000
N (1.60, -5.01, -5.92)  0.0000
H (2.63, -6.56, -4.60)  0.0000
H (1.34, -7.72, -4.15)  0.0000
H (1.47, -6.20, -3.32)  0.0000
H (0.41, -6.64, -5.98)  0.0000
H (-1.41, -6.26, -4.84)  0.0000
H (-1.03, -4.69, -5.57)  0.0000
H (0.63, -3.38, -4.17)  0.0000
H (0.21, -3.62, -2.42)  0.0000
H (-0.94, -2.93, -3.61)  0.0000
H (2.48, -5.48, -6.09)  0.0000
H (1.98, -4.49, -5.15)  0.0000
C (3.18, -2.60, 1.28)  0.0000
C (3.09, -1.43, 0.23)  0.0000
C (4.55, -1.14, -0.14)  0.0000
O (5.29, -0.42, 0.84)  0.0000
C (6.58, 0.04, 0.42)  0.0000
N (2.29, -1.90, -0.91)  0.0000
H (3.80, -3.48, 1.09)  0.0000
H (2.17, -2.99, 1.36)  0.0000
H (3.47, -2.10, 2.21)  0.0000
H (2.62, -0.61, 0.77)  0.0000
H (4.49, -0.56, -1.06)  0.0000
H (5.07, -2.06, -0.43)  0.0000
H (6.95, 0.68, 1.22)  0.0000
H (6.61, 0.63, -0.50)  0.0000
H (7.31, -0.75, 0.28)  0.0000
H (2.30, -1.23, -1.66)  0.0000
H (1.32, -1.92, -0.62)  0.0000

Calculated values
**Spin multiplicity**: 2
**LUMO (alpha / beta)**: -0.0800 / -0.2257 Ha
**Energy above the lowest of the compared OMol25 structures with the same formula, charge and spin**: 2.5 kcal/mol
**Net charge**: +1
**Total energy**: -54667.17184 eV